A structure of composition C4H6O2, computed with the ωB97M-V functional and the def2-TZVPD basis.

## Properties
HOMO (Eh): -0.332
Gap between HOMO and LUMO (eV): 9.27
Energy above the lowest of the compared OMol25 structures with the same formula, charge and spin (kcal/mol): 94.5
LUMO energy (eV): 0.24

Structure (ORCA input):
```
! RIJCOSX wB97M-V def2-TZVPD def2/J DEFGRID3
* xyz 0 1
C -1.53 -0.54 -0.61
C -0.05 -0.33 -0.43
C 1.31 1.19 0.32
O 1.88 1.74 -0.56
C 0.55 -0.64 0.78
O 0.31 -0.89 1.92
H -1.74 -1.53 -1.05
H -2.05 -0.48 0.35
H -1.94 0.22 -1.29
H 0.59 -0.26 -1.30
H 0.92 1.59 1.27
H 1.75 -0.08 0.60
*
```